(1)
4 unconnected molecules or ions with the total composition C32H61BrNO4P in a non-equilibrium geometry, computed with ωB97M-V/def2-TZVPD.

Last column: Mulliken charge in e.
Element x y z (Å)
Br -1.69 -3.67 1.37  -0.04
P 0.21 -0.70 -0.77  -0.09
O -2.68 -6.59 -5.04  -0.59
O -3.11 -4.35 -5.34  -0.67
O -3.54 -5.50 -3.15  -0.25
O -2.23 -6.73 -1.68  -0.51
N 1.02 -2.57 -2.78  0.10
C -3.09 -5.49 -4.56  0.53
C -3.39 -0.98 -1.83  -0.55
C -1.06 -5.36 7.61  -1.15
C -0.02 -2.29 -1.77  0.10
C -2.36 -3.06 -0.43  -0.66
C -0.59 1.77 -2.18  -0.92
C -3.03 -1.60 -0.39  -0.61
C 4.07 3.42 3.21  -0.93
C 2.22 3.35 1.40  -0.15
C -2.70 -7.80 3.80  -1.23
C 4.36 4.92 3.06  -0.37
C 5.42 5.23 2.02  -1.18
C -1.22 -3.26 -1.53  0.57
C -1.24 -4.54 -2.45  0.24
C -0.83 8.24 -5.32  -0.36
C 0.57 6.07 -3.55  -0.38
C 1.89 -1.96 1.30  -0.86
C -2.51 -6.37 4.28  -0.23
C 1.05 3.25 2.37  -1.31
C -0.36 -6.83 5.65  -0.84
C -1.43 9.17 -4.29  -1.17
C 3.51 2.74 1.95  -0.33
C 1.82 -0.73 0.25  0.03
C -2.37 -5.68 -2.37  0.03
C 1.37 5.27 -4.57  -1.20
C 1.02 -3.75 -3.61  -0.43
C 0.55 0.64 -2.11  -0.64
C -1.04 -6.77 7.02  -0.38
C -1.05 -6.01 4.54  -0.48
C -1.30 6.79 -5.18  -0.80
C -0.11 -4.81 -3.52  -0.29
C -0.93 6.11 -3.86  -0.47
H 6.36 4.73 2.27  0.29
H -3.76 -7.99 3.59  0.39
H -0.09 -5.75 -4.18  0.41
H -0.30 -7.88 5.34  0.34
H 4.27 2.76 1.16  0.41
H -2.14 -7.98 2.87  0.29
H 0.67 -6.48 5.74  0.37
H 2.76 -0.65 -0.43  0.45
H -3.21 -3.80 -0.69  0.54
H 1.31 5.71 -5.56  0.34
H 1.24 3.81 3.29  0.37
H -2.67 -0.10 -2.04  -0.11
H -1.31 5.08 -3.87  0.23
H -0.49 -7.42 7.70  0.36
H -1.34 1.46 -3.01  0.37
H 1.86 -3.93 -4.36  0.36
H 0.84 -2.31 1.63  0.11
H 3.37 3.28 4.04  0.32
H 5.11 4.91 1.02  0.28
H -1.53 -5.38 8.60  0.37
H -2.37 -8.53 4.54  0.29
H 4.70 5.30 4.03  0.37
H 0.27 8.29 -5.28  0.23
H 3.34 1.68 2.18  0.12
H 0.15 3.66 1.92  0.39
H -2.90 -5.69 3.52  0.19
H -0.98 -4.95 4.79  0.30
H -4.03 -1.71 0.19  0.48
H 1.82 -1.92 -2.90  0.33
H 0.55 0.12 -3.14  0.42
H -0.48 -6.14 3.62  0.36
H -2.42 -0.84 0.22  0.33
H 2.43 -1.59 2.25  0.35
H 2.37 4.39 1.12  0.43
H -1.64 -4.67 6.99  0.26
H -2.39 6.76 -5.28  0.39
H 0.85 2.21 2.64  0.26
H 4.99 2.91 3.50  0.41
H -1.16 1.84 -1.19  0.35
H -0.91 6.20 -6.01  0.31
H -4.43 -0.49 -1.72  0.34
H 0.98 7.08 -3.47  0.36
H 1.82 0.26 0.86  -0.31
H -2.06 -7.16 6.96  0.24
H 1.62 1.07 -2.00  0.47
H 2.52 -2.78 0.82  0.27
H 5.61 6.31 1.99  0.38
H -3.40 -1.73 -2.69  0.29
H -2.52 9.17 -4.35  0.29
H -1.08 10.20 -4.46  0.37
H -0.11 2.78 -2.49  0.00
H -1.44 6.61 -3.03  0.37
H 3.44 5.47 2.83  0.22
H -0.05 -4.97 7.72  0.29
H 0.71 5.61 -2.56  0.26
H -1.11 8.59 -6.32  0.36
H 1.02 4.24 -4.63  0.25
H -1.14 8.89 -3.27  0.28
H -3.11 -6.20 5.18  0.26
H 1.95 2.81 0.48  0.07
H 2.43 5.25 -4.28  0.37

Total charge: 0
Strongest force on any atom: 0.151 Eh/bohr
LUMO: -2.26 eV
Kohn-Sham gap: 0.1966 Ha
Highest occupied orbital energy: -7.6 eV



(2)
A molecular structure, C27H36CdN10O2P, computed with ωB97M-V/def2-TZVPD.

Last column: Mulliken charge in e.
Element x y z (Å)
Cd 0.17 0.03 -2.20  0.95
P 0.27 0.17 1.41  -2.03
O -1.91 0.17 -2.49  -0.96
O 0.52 0.26 -0.07  1.92
N -1.19 -0.45 1.79  0.17
N -0.92 -4.08 -2.23  -0.04
N 2.57 0.40 -2.54  -0.28
N 4.68 0.81 -2.35  0.11
N 0.39 1.66 2.14  0.20
N 1.39 -0.80 2.09  0.30
N 0.52 2.32 -2.44  -0.05
N 1.07 5.02 -2.20  -0.57
N 4.11 2.02 -2.27  -0.64
N 0.02 -2.14 -2.43  -0.10
C -3.60 -3.07 -2.15  -0.88
C -0.46 3.22 -2.41  -0.34
C 3.77 -0.15 -2.51  -0.23
C 3.34 -2.04 2.40  -0.76
C 2.05 4.11 -2.25  -0.15
C -2.52 -2.18 -2.29  0.56
C 1.71 2.31 1.97  -0.04
C 3.03 -1.33 3.72  -0.70
C 1.48 3.68 2.58  -0.82
C -1.16 -2.75 -2.32  0.19
C -0.18 4.57 -2.28  -0.40
C -4.91 -2.66 -2.09  -0.84
C -1.34 -1.93 1.66  -0.33
C 2.61 -1.20 1.36  -0.21
C -3.43 -0.97 1.05  0.01
C 1.00 -3.11 -2.41  -0.27
C 0.43 -4.33 -2.29  -0.82
C 1.57 -0.88 3.56  -0.52
C -5.18 -1.29 -2.18  -0.57
C 2.84 1.73 -2.39  -0.04
C -4.16 -0.39 -2.32  -0.17
C -2.44 0.19 1.26  -0.21
C 0.07 4.04 2.11  -0.76
C -2.83 -2.13 1.84  -0.96
C -0.64 2.70 1.84  -0.02
C 1.77 2.76 -2.36  0.60
C -2.80 -0.78 -2.38  0.88
H 3.68 -0.46 3.84  0.29
H 0.88 -1.62 3.98  0.35
H -1.47 2.83 -2.47  0.48
H 2.93 -3.05 2.42  0.32
H 3.22 -0.33 1.08  0.21
H 2.36 -1.75 0.46  0.02
H 2.05 -2.87 -2.49  0.32
H 1.98 2.41 0.90  -0.20
H -1.63 -4.79 -2.16  0.14
H -0.46 4.63 2.86  0.36
H -0.98 5.30 -2.24  0.42
H -1.02 -2.29 0.67  0.01
H -3.42 -4.14 -2.08  0.23
H -3.09 -2.06 2.90  0.35
H -6.21 -0.94 -2.14  0.41
H 0.11 4.64 1.20  0.26
H 3.07 4.46 -2.19  0.48
H 1.37 0.08 4.03  0.31
H -2.25 0.71 0.32  0.08
H 1.51 3.59 3.67  0.35
H -0.74 -2.45 2.41  0.33
H 2.24 4.40 2.27  0.39
H -0.97 2.64 0.80  -0.02
H 2.50 1.73 2.46  0.22
H -4.36 0.67 -2.39  0.41
H 4.41 -2.11 2.20  0.40
H -2.82 0.91 1.98  0.22
H -1.51 2.55 2.48  0.24
H -5.70 -3.39 -1.99  0.43
H 5.68 0.72 -2.30  0.19
H -3.16 -3.10 1.47  0.44
H -3.49 -1.22 -0.01  -0.55
H 3.16 -1.97 4.59  0.39
H 0.85 -5.32 -2.24  0.44
H 4.01 -1.20 -2.60  0.49
H -4.43 -0.70 1.38  0.59

Total charge: +1
Strongest force on any atom: 0.010 Eh/bohr
LUMO: -2.93 eV
Energy above the lowest of the compared OMol25 structures with the same formula, charge and spin: 1.9 kcal per mole
Kohn-Sham gap: 0.2552 Ha
Highest occupied orbital energy: -9.9 eV



(3)
A molecular structure, C22H42Cl3N2O4SiTb in a non-equilibrium geometry, computed with ωB97M-V/def2-TZVPD.

Last column: Mulliken spin population.
Element x y z (Å)
Tb 2.07 0.64 0.09  6.17
Cl 2.37 -1.52 1.57  -0.03
Cl 3.76 2.29 1.05  -0.03
Cl -0.13 0.61 1.28  -0.05
Si -0.13 1.74 3.44  0.00
O 0.85 2.28 -1.09  -0.01
O 1.20 -0.49 -1.65  0.00
O -2.68 1.10 1.90  0.00
O 4.18 -0.28 -0.74  -0.03
N -1.32 3.06 -1.27  0.00
N 0.11 -2.21 -2.65  0.00
C -5.40 1.24 3.11  0.00
C 0.64 -1.63 -1.60  -0.03
C -3.74 -1.87 -0.02  0.00
C 4.51 -1.70 -0.82  0.00
C -4.98 0.93 1.69  0.00
C 0.10 -1.52 -3.94  0.00
C -3.73 -2.45 -1.29  0.00
C -5.72 1.25 0.61  0.00
C 5.89 -2.05 -0.32  0.00
C 0.78 3.38 3.14  0.00
C -3.45 -1.67 -2.41  0.00
C -0.39 -3.57 -2.59  0.00
C -3.13 -0.33 -2.25  0.00
C -3.63 0.19 1.53  0.00
C -3.09 0.24 -0.97  0.00
C -2.37 3.32 -2.25  0.00
C -1.42 3.79 0.00  0.00
C -0.28 2.30 -1.64  0.00
C -3.44 -0.51 0.15  0.00
C -6.96 2.06 0.67  0.00
C 1.21 0.70 4.27  0.00
C -1.71 1.91 4.35  0.00
H -0.36 -3.91 -1.55  0.00
H 3.77 -2.20 -0.19  0.00
H -7.76 1.60 1.25  0.00
H 1.85 3.25 3.32  0.00
H 0.97 -0.37 4.26  0.00
H -1.49 2.14 5.41  0.00
H 2.18 0.82 3.77  0.00
H -4.01 -3.52 -1.41  0.00
H 0.55 -2.17 -4.70  0.00
H -5.40 0.88 -0.37  0.00
H 6.22 -1.43 0.51  0.00
H -3.35 2.98 -1.89  0.00
H 0.40 4.17 3.82  0.00
H -2.10 4.63 -0.17  0.00
H -2.82 1.28 -0.82  0.00
H -1.44 -3.59 -2.96  0.00
H -6.77 3.04 1.13  0.00
H 0.68 3.74 2.10  0.00
H 4.89 0.18 -0.28  0.00
H -0.94 -1.31 -4.23  0.00
H 0.23 -4.23 -3.22  0.00
H -6.50 1.23 3.23  0.00
H -3.49 -2.12 -3.41  0.00
H -3.98 -2.49 0.86  0.00
H 4.31 -1.98 -1.87  0.00
H 0.60 -2.16 -0.65  0.00
H -5.03 0.46 3.80  0.00
H -2.12 2.77 -3.16  0.00
H -1.84 3.15 0.80  0.00
H 6.59 -2.00 -1.15  0.00
H -3.71 -0.65 2.26  0.00
H 1.31 1.03 5.31  0.00
H -0.50 1.68 -2.53  0.00
H -7.37 2.19 -0.34  0.00
H -0.44 4.17 0.31  0.00
H -2.44 4.39 -2.46  0.00
H -5.02 2.21 3.46  0.00
H -2.29 0.99 4.33  0.00
H -2.30 2.72 3.93  0.00
H 5.85 -3.08 0.06  0.00
H 0.66 -0.58 -3.86  0.00
H -2.97 0.30 -3.13  0.00

Total charge: 0
Strongest force on any atom: 0.046 Eh/bohr
LUMO (alpha / beta): -0.05 / 0.12 eV
Energy above the lowest of the compared OMol25 structures with the same formula, charge and spin: 128.6 kcal per mole
Kohn-Sham gap (alpha / beta): 0.2298 / 0.2366 Ha
2S+1: 7
Highest occupied orbital energy (alpha / beta): -6.3 / -6.3 eV